(1)
C40H74ClFI2NO9P | ωB97M-V/def2-TZVPD

Structure (XYZ):
```
129
C40H74ClFI2NO9P (ωB97M-V/def2-TZVPD)
C 1.584 -2.202 6.604
C 0.827 -0.874 6.205
O 0.138 -1.144 4.963
P -1.107 -0.055 4.722
O -2.039 -0.054 5.892
C -1.982 -0.653 3.161
C -1.384 0.031 1.875
C 0.021 -0.631 1.510
C 0.281 -0.418 -0.002
C -0.639 -1.052 -0.918
C -0.486 -0.905 -2.377
C 0.571 -0.094 -2.925
C 0.613 0.037 -4.486
C -0.401 1.163 -4.936
C 0.196 2.196 -5.962
F 1.234 1.675 -6.756
C 1.546 0.565 -2.032
C 2.699 1.430 -2.664
C 2.597 2.959 -2.289
C 4.150 0.791 -2.386
C 5.218 1.832 -1.888
C 1.396 0.377 -0.567
C 2.396 1.004 0.453
I 1.481 2.577 1.681
C 3.211 -0.043 1.306
C 3.681 -1.323 0.519
I 5.064 0.992 1.910
C -1.618 -1.741 -3.045
O -2.100 -1.676 -4.131
N -1.953 -2.666 -1.970
C -1.023 -3.840 -1.980
Cl -0.727 -4.514 -0.321
C -1.579 -4.948 -2.997
C -1.060 -6.369 -2.565
C -1.879 -1.970 -0.682
O -2.632 -2.093 0.229
O -0.374 1.417 4.535
C -1.320 2.508 4.556
C -0.621 3.916 4.472
H 2.002 -2.671 5.678
H 2.423 -2.015 7.320
H 0.855 -2.866 7.128
H 0.165 -0.505 7.023
H 1.632 -0.100 6.057
H -1.750 -1.751 3.098
H -3.066 -0.468 3.331
H -1.156 1.102 2.145
H -2.079 0.079 1.008
H 0.763 -0.155 2.189
H -0.001 -1.727 1.765
H 1.642 0.144 -4.895
H 0.204 -0.935 -4.874
H -0.830 1.701 -4.050
H -1.275 0.668 -5.437
H 0.595 3.068 -5.374
H -0.637 2.569 -6.617
H 2.595 1.383 -3.782
H 1.513 3.239 -2.316
H 2.987 3.226 -1.281
H 3.136 3.536 -3.085
H 4.543 0.381 -3.359
H 4.024 -0.088 -1.715
H 6.221 1.326 -1.962
H 5.091 2.044 -0.793
H 5.280 2.755 -2.507
H 3.148 1.561 -0.163
H 2.738 -0.342 2.267
H 4.633 -1.053 -0.011
H 3.970 -2.117 1.256
H 2.912 -1.766 -0.156
H -0.008 -3.561 -2.385
H -2.684 -4.873 -3.104
H -1.107 -4.671 -3.983
H -1.622 -6.784 -1.690
H -1.240 -7.066 -3.446
H 0.039 -6.286 -2.366
H -2.061 2.476 3.712
H -1.874 2.475 5.525
H 0.320 3.981 5.070
H -1.352 4.652 4.901
H -0.383 4.233 3.428
C 9.148 3.792 2.165
C 8.461 4.306 0.909
C 7.525 5.463 1.224
O 7.721 3.247 0.303
H 8.413 3.421 2.886
H 9.808 2.956 1.925
H 9.738 4.577 2.642
H 9.212 4.629 0.185
H 6.736 5.148 1.914
H 7.031 5.815 0.316
H 8.067 6.299 1.673
H 7.053 2.955 0.936
C -6.588 -0.721 2.470
C -6.804 -2.181 2.839
C -5.874 -2.610 3.963
O -6.576 -2.999 1.693
H -5.564 -0.556 2.119
H -7.254 -0.429 1.655
H -6.773 -0.066 3.325
H -7.842 -2.333 3.143
H -4.826 -2.506 3.666
H -6.032 -3.661 4.211
H -6.039 -2.010 4.861
H -5.660 -2.872 1.414
C -2.081 -7.458 -7.566
C -2.986 -7.450 -6.344
C -4.266 -6.673 -6.610
O -2.293 -6.864 -5.241
H -1.786 -6.440 -7.839
H -1.161 -8.010 -7.358
H -2.578 -7.918 -8.423
H -3.231 -8.476 -6.062
H -4.044 -5.629 -6.851
H -4.901 -6.666 -5.722
H -4.828 -7.109 -7.438
H -2.074 -5.955 -5.482
C -2.479 5.739 1.554
C -3.393 5.787 2.770
C -4.680 6.537 2.464
O -2.716 6.425 3.852
H -2.195 6.748 1.242
H -1.555 5.207 1.789
H -2.966 5.238 0.714
H -3.629 4.770 3.093
H -4.468 7.572 2.182
H -5.322 6.572 3.346
H -5.231 6.060 1.650
H -2.502 7.326 3.579
```

Calculated values
* SMILES: CCOP(=O)(CCCc1c2c(c(CCCF)c([C@@H](C)CC)c1[C@@H](I)[C@@H](C)I)C(=O)N([C@@H](Cl)CC)C2=O)OCC.CC(C)O.CC(C)O.CC(C)O.CC(C)O
* highest occupied orbital energy: -9.2 eV
* maximum force: 2.97 eV Å⁻¹
* frontier orbital gap: 8.42 eV
* calculated total energy: -103327.463 eV

---

(2)
C8H12O2 | ωB97M-V/def2-TZVPD

Structure (XYZ):
```
22
C8H12O2 (ωB97M-V/def2-TZVPD)
C -1.270 -2.800 1.317
C -0.681 -1.451 0.970
C 0.715 -1.243 1.022
C 1.203 0.038 0.978
C 0.329 1.118 0.708
O 1.007 2.324 0.735
C -1.002 0.896 0.519
C -1.527 -0.410 0.659
H -1.732 -3.395 0.527
H -1.926 -2.638 2.170
H -0.510 -3.472 1.709
H 1.301 -2.154 1.028
H 2.239 0.285 1.137
H 0.362 3.031 0.836
H -1.749 1.673 0.465
H -2.553 -0.566 0.381
C 0.627 0.064 -2.532
O 0.524 1.416 -2.946
H 1.312 0.021 -1.737
H 0.999 -0.576 -3.330
H -0.324 -0.309 -2.137
H -0.072 1.494 -3.701
```

Calculated values
* SMILES: Cc1ccc(O)cc1.CO
* highest occupied orbital energy: -8.4 eV
* maximum force: 2.23 eV Å⁻¹
* frontier orbital gap: 9.30 eV
* calculated total energy: -12584.666 eV

---

(3)
C15H18IN4O2PtS | ωB97M-V/def2-TZVPD

Structure (XYZ):
```
42
C15H18IN4O2PtS (ωB97M-V/def2-TZVPD)
Pt 0.529 2.047 -0.940
C -0.340 0.824 -5.154
C -0.244 0.796 -3.637
O 0.669 1.541 -3.146
C -1.121 -0.054 -2.972
C -1.296 -0.293 -1.575
C -2.315 -1.328 -1.174
N -0.635 0.327 -0.643
N -0.923 -0.021 0.673
C -0.329 0.753 1.547
O 0.441 1.752 1.325
C -0.597 0.415 2.985
C -0.067 1.228 3.981
C -0.291 0.934 5.319
C -1.046 -0.174 5.674
C -1.579 -0.988 4.682
C -1.357 -0.695 3.347
H 0.221 1.678 -5.526
H -1.379 0.902 -5.477
H 0.073 -0.089 -5.588
H -1.809 -0.595 -3.609
H -2.757 -1.786 -2.057
H -3.094 -0.864 -0.568
H -1.860 -2.097 -0.548
H 0.514 2.090 3.681
H 0.124 1.576 6.087
H -1.222 -0.401 6.719
H -2.172 -1.854 4.953
H -1.769 -1.314 2.562
S 3.052 2.217 -0.809
C 2.768 0.553 -0.805
N 2.617 -0.202 0.306
C 2.056 -1.512 -0.035
C 2.062 -1.504 -1.580
N 2.695 -0.224 -1.912
H 2.278 0.307 1.113
H 1.047 -1.607 0.367
H 2.683 -2.308 0.369
H 1.052 -1.536 -1.989
H 2.641 -2.333 -1.988
H 2.357 0.283 -2.726
I -1.675 3.557 -1.236
```

Calculated values
* ⟨S²⟩: 2.007
* 2S+1: 3
* total charge: -1
* highest occupied orbital energy (spin up / spin down): -3.9 / -3.9 eV
* maximum force: 0.40 eV Å⁻¹
* frontier orbital gap (spin up / spin down): 6.76 / 6.24 eV
* calculated total energy: -48087.456 eV

---

(4)
C26H21AuFN2O3 | ωB97M-V/def2-TZVPD

Structure (XYZ):
```
54
C26H21AuFN2O3 (ωB97M-V/def2-TZVPD)
Au 0.290 -1.392 2.366
C 4.746 2.331 -2.778
C 3.596 1.352 -2.996
C 2.757 1.670 -4.228
C 2.035 2.999 -4.057
C 1.292 3.040 -2.747
C 0.218 3.887 -2.568
C -0.454 3.912 -1.354
F -1.504 4.758 -1.229
C -0.089 3.117 -0.304
C 0.992 2.247 -0.462
C 1.383 1.402 0.703
O 0.817 1.592 1.772
C 2.433 0.426 0.416
C 3.043 0.482 -0.793
N 2.726 1.309 -1.819
C 1.677 2.205 -1.680
C 2.974 -0.680 1.336
O 4.014 -1.229 0.970
O 2.326 -0.982 2.393
H 5.386 2.373 -3.662
H 5.352 2.017 -1.928
H 4.375 3.335 -2.569
H 4.005 0.346 -3.103
H 2.027 0.869 -4.368
H 3.401 1.688 -5.109
H 1.337 3.165 -4.880
H 2.758 3.820 -4.097
H -0.117 4.533 -3.371
H -0.609 3.136 0.645
H 3.857 -0.212 -0.972
C -4.283 0.217 -0.055
C -3.229 0.814 0.628
C -2.379 0.067 1.423
C -2.543 -1.323 1.570
C -3.603 -1.915 0.860
C -4.452 -1.155 0.071
N -1.632 -2.048 2.326
C -2.001 -3.228 2.955
C -1.048 -4.232 3.211
C -1.386 -5.395 3.880
C -2.683 -5.617 4.324
C -3.633 -4.630 4.092
C -3.306 -3.460 3.430
H -4.948 0.805 -0.675
H -3.063 1.882 0.542
H -1.552 0.545 1.937
H -3.745 -2.986 0.912
H -5.252 -1.654 -0.466
H -0.032 -4.070 2.874
H -0.619 -6.142 4.053
H -2.945 -6.530 4.844
H -4.650 -4.764 4.447
H -4.061 -2.698 3.290
```

Calculated values
* total charge: -1
* highest occupied orbital energy: -3.8 eV
* maximum force: 0.44 eV Å⁻¹
* frontier orbital gap: 6.09 eV
* calculated total energy: -42838.869 eV

---

(5)
C3H6P2 | ωB97M-V/def2-TZVPD

Structure (XYZ):
```
11
C3H6P2 (ωB97M-V/def2-TZVPD)
P 2.343 -0.914 0.010
P 1.384 1.018 0.211
C -0.337 0.459 0.166
C -1.703 0.788 -0.110
C -1.260 -0.678 0.004
H 3.255 -0.626 1.008
H 3.428 -0.336 -1.045
H -2.462 1.349 0.599
H -1.815 1.325 -0.993
H -1.162 -1.240 -0.850
H -1.671 -1.145 0.999
```

Calculated values
* SMILES: [PH2]#P=C1CC1
* highest occupied orbital energy: -8.7 eV
* maximum force: 4.64 eV Å⁻¹
* frontier orbital gap: 8.54 eV
* calculated total energy: -21781.980 eV

---

(6)
C22H64N2O10 | ωB97M-V/def2-TZVPD

Structure (XYZ):
```
98
C22H64N2O10 (ωB97M-V/def2-TZVPD)
N -3.157 -2.517 2.665
C -1.873 -2.537 2.973
N -1.055 -2.385 1.944
O -1.356 -2.519 4.274
H -3.798 -2.552 3.448
H -3.567 -2.199 1.766
H 0.012 -2.578 2.106
H -1.354 -2.215 0.961
C 3.432 -2.331 3.917
C 1.997 -2.210 3.516
C 1.792 -0.721 3.130
O 1.584 -2.874 2.551
H 3.755 -1.600 4.663
H 4.058 -2.227 3.036
H 3.501 -3.314 4.302
H 1.334 -2.569 4.279
H 2.405 -0.496 2.276
H 1.909 -0.045 3.949
H 0.804 -0.599 2.859
H 2.055 -3.678 2.581
C -1.172 5.113 -0.614
C -1.315 3.609 -0.893
C -2.547 3.153 -1.637
O -0.263 3.141 -1.424
H -1.163 5.542 -1.592
H -0.234 5.171 -0.076
H -2.066 5.494 -0.127
H -1.427 3.140 0.110
H -2.708 2.076 -1.421
H -2.426 3.412 -2.661
H -3.414 3.655 -1.225
H -0.266 2.166 -1.298
C -2.722 1.465 1.818
C -4.036 2.128 2.287
C -4.457 3.425 1.618
O -5.023 1.457 2.106
H -2.478 0.462 2.281
H -1.936 2.125 2.092
H -2.784 1.377 0.718
H -3.924 2.326 3.338
H -5.415 3.836 1.969
H -4.555 3.434 0.558
H -3.690 4.205 1.736
H -5.277 1.102 2.997
C -2.328 -3.744 -0.882
C -2.431 -2.251 -1.131
C -3.545 -2.024 -2.086
O -2.392 -1.448 -0.220
H -1.712 -4.158 -1.673
H -3.321 -4.194 -0.778
H -1.854 -3.907 0.097
H -1.565 -2.034 -1.673
H -4.562 -2.293 -1.880
H -3.293 -2.479 -3.069
H -3.489 -0.952 -2.321
H -3.262 -1.225 0.046
C 3.191 1.452 -1.946
C 4.013 0.781 -3.068
C 4.040 1.546 -4.336
O 5.244 0.561 -2.789
H 2.105 1.512 -2.192
H 3.500 2.477 -1.691
H 3.144 0.848 -1.096
H 3.615 -0.199 -3.232
H 4.321 2.578 -4.219
H 2.991 1.476 -4.689
H 4.668 1.079 -5.071
H 5.278 -0.063 -2.039
C 3.287 -3.857 -0.740
C 2.621 -2.455 -0.796
C 1.156 -2.684 -0.863
O 2.880 -1.737 0.193
H 2.957 -4.277 0.162
H 4.386 -3.872 -0.649
H 3.090 -4.595 -1.546
H 2.971 -1.843 -1.648
H 0.926 -3.492 -1.559
H 0.696 -1.860 -1.421
H 0.675 -2.791 0.135
H 2.455 -2.056 0.981
C 0.339 0.095 -3.714
O -0.739 -0.712 -4.112
H -0.017 0.987 -3.237
H 1.054 0.357 -4.590
H 0.948 -0.511 -2.986
H -1.524 -0.174 -4.072
C 0.334 0.362 0.383
O -0.422 0.591 -0.788
H 1.328 0.714 0.233
H 0.357 -0.680 0.695
H -0.073 1.036 1.194
H -1.210 0.060 -0.720
C 2.074 3.300 1.243
O 2.311 2.847 2.554
H 1.159 2.834 0.798
H 2.882 2.921 0.592
H 2.024 4.393 1.163
H 1.507 2.884 3.174
```

Calculated values
* SMILES: NC(N)=O.CC(C)O.CC(C)O.CC(C)O.CC(C)O.CC(C)O.CC(C)O.CO.CO.CO
* highest occupied orbital energy: -9.2 eV
* maximum force: 15.08 eV Å⁻¹
* frontier orbital gap: 9.24 eV
* calculated total energy: -47297.986 eV